[1]
Below is a cluster of 11 separate species, C31H73Cl6N9O9 in total in a non-equilibrium geometry, with properties calculated with ωB97M-V/def2-TZVPD.

E_LUMO in eV: 0.1
Kohn-Sham gap in eV: 8.47
Maximum force in eV/A: 5.1

```
! wB97M-V def2-TZVPD RIJCOSX def2/J DEFGRID3
* xyz 0 1
C 0.161 -7.510 2.168
O 0.525 -6.660 1.127
C 0.091 -6.963 -0.226
C 0.374 -5.759 -1.243
C -0.267 -4.425 -0.865
N -0.126 -6.135 -2.643
H -0.897 -7.390 2.401
H 0.677 -7.172 3.066
H 0.383 -8.536 1.872
H 0.565 -7.886 -0.560
H -0.960 -7.239 -0.136
H 1.451 -5.642 -1.364
H -0.200 -4.414 0.223
H -1.285 -4.401 -1.253
H 0.174 -3.606 -1.434
H -1.125 -6.002 -2.707
H -0.030 -7.096 -2.937
C -3.101 2.570 -5.328
O -3.429 2.971 -4.022
C -2.374 2.910 -3.102
C -2.889 2.565 -1.607
C -3.590 3.848 -1.105
N -1.844 2.218 -0.648
H -2.137 2.988 -5.619
H -3.754 2.999 -6.088
H -2.994 1.488 -5.251
H -1.623 2.152 -3.323
H -1.807 3.841 -3.127
H -3.528 1.683 -1.575
H -2.872 4.658 -0.975
H -3.886 3.715 -0.065
H -4.397 4.144 -1.776
H -2.082 1.991 0.307
H -1.318 1.404 -0.931
Cl 3.719 1.214 6.586
C 3.219 0.867 5.007
Cl 1.391 0.738 4.858
Cl 4.193 -0.408 4.202
H 3.448 1.816 4.521
Cl 0.242 -1.845 7.236
C -1.118 -1.603 6.035
Cl -2.531 -2.554 6.581
Cl -0.575 -2.126 4.452
H -1.318 -0.534 5.969
C -2.540 -3.831 -4.161
N -2.947 -2.417 -4.135
C -2.114 -1.429 -3.455
C -3.952 -2.084 -4.896
O -4.190 -0.903 -5.197
H -2.283 -4.107 -3.138
H -1.535 -3.852 -4.582
H -3.268 -4.478 -4.650
H -1.671 -1.799 -2.531
H -1.380 -1.374 -4.260
H -2.509 -0.417 -3.359
H -4.543 -2.945 -5.245
C 5.008 -1.138 -1.620
N 5.213 0.276 -1.254
C 6.461 0.526 -0.500
C 4.274 1.112 -1.630
O 4.347 2.386 -1.466
H 4.324 -1.138 -2.469
H 4.618 -1.728 -0.791
H 5.927 -1.593 -1.991
H 7.277 -0.180 -0.652
H 6.853 1.472 -0.875
H 6.243 0.662 0.559
H 3.483 0.602 -2.201
C 0.849 -1.839 1.115
N 1.210 -0.577 0.426
C 2.100 0.375 1.128
C 0.669 -0.329 -0.809
O 0.902 0.687 -1.458
H 1.076 -1.690 2.170
H 1.430 -2.705 0.797
H -0.227 -2.012 1.132
H 2.202 1.333 0.618
H 1.772 0.553 2.152
H 3.129 0.036 1.008
H 0.151 -1.212 -1.213
C 3.947 4.672 4.230
N 4.399 3.944 3.043
C 3.642 3.992 1.786
C 5.422 3.092 3.345
O 5.911 2.317 2.571
H 3.639 5.672 3.924
H 4.675 4.752 5.037
H 3.040 4.136 4.508
H 3.058 4.910 1.718
H 4.361 3.704 1.020
H 3.062 3.073 1.700
H 5.788 3.230 4.374
C 1.417 4.216 -1.292
N 1.281 4.584 -2.683
C 0.492 5.736 -2.926
C 1.728 3.856 -3.688
O 1.572 4.138 -4.913
H 0.448 4.059 -0.819
H 1.974 5.013 -0.799
H 1.968 3.306 -1.056
H 1.190 6.541 -2.694
H 0.091 5.852 -3.932
H -0.348 5.892 -2.249
H 2.207 2.917 -3.372
C -4.392 -3.332 -0.424
N -3.690 -2.881 0.816
C -3.741 -3.845 1.905
C -3.086 -1.666 0.852
O -2.832 -0.958 -0.125
H -4.179 -2.703 -1.288
H -5.451 -3.260 -0.176
H -4.123 -4.334 -0.757
H -4.690 -4.381 1.879
H -2.903 -4.530 1.772
H -3.683 -3.399 2.898
H -2.679 -1.457 1.853
C -2.864 3.991 2.889
N -2.538 2.552 2.946
C -1.189 2.170 2.341
C -3.259 1.661 3.639
O -2.858 0.516 3.838
H -2.179 4.681 3.383
H -3.814 3.953 3.422
H -2.952 4.334 1.858
H -1.305 1.196 1.865
H -0.860 2.825 1.534
H -0.366 2.090 3.051
H -4.243 2.059 3.933
*
```

Löwdin atomic charge list, values in e, 99 entries: -0.1248, -0.2254, -0.1529, -0.3446, -0.0637, 0.0308, 0.0803, 0.0913, 0.0879, 0.1119, 0.1133, 0.1280, 0.0695, 0.0492, 0.0723, 0.0345, 0.0579, -0.0950, -0.1873, -0.1822, -0.3598, -0.0631, 0.0472, 0.0820, 0.0915, 0.0740, 0.1096, 0.1101, 0.1254, 0.0665, 0.0480, 0.0801, 0.0202, 0.0364, 0.6103, -1.5231, 0.5173, 0.5544, -0.0419, 0.4580, -1.4928, 0.5112, 0.5209, 0.0003, -0.0365, -0.1963, -0.0090, -0.3635, -0.0132, 0.0421, 0.0908, 0.0931, 0.0626, 0.1044, 0.0874, 0.1309, -0.0479, -0.1709, -0.0124, -0.3197, -0.0619, 0.0822, 0.0838, 0.0852, 0.0861, 0.0902, 0.0738, 0.1223, -0.0537, -0.1403, -0.0391, -0.3169, -0.0127, 0.0454, 0.0836, 0.0663, 0.0611, 0.0345, 0.0802, 0.1149, -0.0623, -0.1906, -0.0085, -0.3860, 0.0199, 0.0851, 0.0879, 0.0786, 0.0945, 0.0869, 0.0680, 0.1309, -0.0565, -0.1866, -0.0696, -0.3066, -0.0560, 0.0731, 0.0825



[2]
Below is a cluster of 4 separate species, C31H75IN12O8P3 in total in a non-equilibrium geometry, with properties calculated with ωB97M-V/def2-TZVPD.

E_LUMO in eV: 2.0
Kohn-Sham gap in eV: 7.23
Maximum force in eV/A: 4.9

```
! wB97M-V def2-TZVPD RIJCOSX def2/J DEFGRID3
* xyz -1 1
C 0.779 -1.660 2.770
C -0.503 -0.873 2.591
N -0.960 -0.266 3.605
C -1.174 -0.908 1.231
C -1.429 0.455 0.545
C -0.537 1.596 1.057
C -0.901 2.969 0.505
O -0.500 3.419 -0.535
O -1.705 3.728 1.321
C -2.917 0.892 0.886
O -3.356 0.494 1.984
O -3.488 1.573 0.057
N -1.332 0.392 -0.935
I -2.619 -1.057 -1.660
C 0.044 0.067 -1.394
C 0.445 1.031 -2.497
C 1.906 0.908 -2.936
C 2.919 0.992 -1.808
N 2.673 2.200 -0.970
C 3.864 2.759 -0.496
C 4.241 4.144 -0.995
O 4.592 2.151 0.268
H 0.727 -2.105 3.765
H 1.654 -1.011 2.773
H 0.863 -2.487 2.069
H -1.845 0.185 3.328
H -2.133 -1.397 1.390
H -0.600 -1.581 0.591
H 0.515 1.465 0.792
H -0.586 1.664 2.140
H -1.303 3.726 2.196
H 0.051 -0.928 -1.846
H 0.773 0.015 -0.587
H 0.263 2.057 -2.186
H -0.196 0.852 -3.362
H 2.099 0.024 -3.546
H 2.101 1.761 -3.597
H 3.930 1.028 -2.221
H 2.872 0.126 -1.149
H 2.229 2.907 -1.545
H 5.305 4.160 -1.210
H 3.670 4.409 -1.881
H 4.047 4.867 -0.204
O -2.806 -6.021 2.303
P -3.985 -5.683 3.138
N -5.109 -5.070 2.018
C -6.206 -4.188 2.345
C -5.420 -5.928 0.887
N -3.375 -4.428 4.152
C -3.552 -3.030 3.765
C -1.999 -4.677 4.568
N -5.011 -6.287 4.323
C -5.694 -7.543 4.035
C -5.412 -5.637 5.558
H -7.079 -4.712 2.769
H -6.533 -3.682 1.435
H -5.911 -3.403 3.032
H -6.186 -6.680 1.131
H -4.524 -6.447 0.550
H -5.782 -5.330 0.047
H -3.320 -2.846 2.710
H -2.916 -2.382 4.368
H -4.568 -2.692 3.965
H -1.271 -4.412 3.793
H -1.854 -5.730 4.817
H -1.782 -4.093 5.466
H -6.743 -7.382 3.755
H -5.667 -8.214 4.897
H -5.206 -8.066 3.210
H -6.098 -4.805 5.375
H -4.563 -5.269 6.125
H -5.928 -6.363 6.191
O 9.607 -0.924 2.717
P 9.852 0.408 2.111
N 9.866 1.458 3.454
C 9.605 2.877 3.391
C 10.789 1.121 4.524
N 8.441 0.646 1.148
C 7.291 1.364 1.695
C 8.010 -0.583 0.491
N 10.849 1.242 1.050
C 12.284 1.201 1.313
C 10.446 2.122 -0.032
H 10.472 3.469 3.054
H 9.333 3.229 4.388
H 8.763 3.111 2.749
H 11.810 1.480 4.324
H 10.827 0.041 4.662
H 10.451 1.555 5.467
H 7.029 1.045 2.712
H 6.422 1.227 1.057
H 7.469 2.440 1.699
H 7.446 -1.241 1.161
H 8.867 -1.144 0.116
H 7.380 -0.331 -0.365
H 12.642 2.131 1.770
H 12.848 1.031 0.393
H 12.528 0.381 1.990
H 10.039 3.067 0.342
H 9.712 1.662 -0.686
H 11.319 2.354 -0.645
O -3.677 2.769 -5.673
P -5.142 2.734 -5.443
N -5.353 1.748 -4.095
C -6.569 1.037 -3.780
C -4.624 2.126 -2.877
N -5.684 1.936 -6.898
C -5.873 0.494 -6.900
C -4.927 2.357 -8.068
N -6.508 3.709 -5.356
C -6.499 4.761 -4.343
C -7.761 3.551 -6.068
H -7.337 1.670 -3.305
H -6.328 0.234 -3.082
H -7.011 0.563 -4.651
H -5.154 2.901 -2.308
H -3.630 2.499 -3.117
H -4.489 1.264 -2.229
H -5.046 -0.051 -6.427
H -5.973 0.142 -7.929
H -6.803 0.215 -6.403
H -3.955 1.856 -8.144
H -4.744 3.432 -8.044
H -5.505 2.142 -8.972
H -7.104 4.491 -3.470
H -6.878 5.702 -4.750
H -5.482 4.951 -3.995
H -8.339 2.700 -5.693
H -7.617 3.431 -7.137
H -8.366 4.451 -5.929
*
```

Löwdin atomic charge list, values in e, 99 entries: -0.0491, -0.4328, 0.1329, -0.1396, -0.4453, -0.0284, -0.4713, 0.1052, 0.0877, -0.7521, -0.0445, -0.0228, -0.4050, 1.0149, -0.3322, -0.1919, -0.1896, -0.1923, 0.0646, -0.5086, 0.0084, 0.0514, 0.0640, 0.0743, 0.0665, 0.0371, 0.0810, 0.0864, 0.1142, 0.1120, 0.1075, 0.0554, 0.0986, 0.0835, 0.1133, 0.1118, 0.1100, 0.1153, 0.1108, 0.1007, 0.0814, 0.0738, 0.0857, -0.2829, 0.6063, -0.3008, -0.1200, -0.1360, -0.3191, -0.1058, -0.1427, -0.3156, -0.1278, -0.1069, 0.0800, 0.0882, 0.0475, 0.0718, 0.0711, 0.0801, 0.0863, 0.0790, 0.0584, 0.0777, 0.0721, 0.0812, 0.0793, 0.0760, 0.0760, 0.0782, 0.0737, 0.0767, -0.2838, 0.6055, -0.3035, -0.1269, -0.1371, -0.3207, -0.1172, -0.1412, -0.3159, -0.1253, -0.1052, 0.0810, 0.0849, 0.0449, 0.0727, 0.0713, 0.0790, 0.0947, 0.0477, 0.0558, 0.0837, 0.0731, 0.0807, 0.0796, 0.0774, 0.0765, 0.0776